Formula: C5H7NO
Source: OMol25
Level of theory: wB97M-V/def2-TZVPD

HOMO-LUMO gap = 0.346 Ha
E_LUMO = 0.900 eV
Total energy = -8830.2130 eV
Charge = 0

Structure (XYZ):
```
14
C5H7NO | OMol25 | wB97M-V/def2-TZVPD
C 1.12 -0.73 -0.45
C -1.18 0.11 -1.12
C -1.42 0.71 0.06
C -0.30 0.21 0.97
C 0.96 0.41 0.26
H 0.71 -1.75 -0.03
H 2.00 -1.16 -1.22
H -1.75 0.07 -2.02
H -2.38 1.17 0.41
H -0.53 -0.76 1.16
H 1.07 0.05 2.24
H 0.90 1.39 -0.35
N 0.84 0.72 1.62
O -0.05 -0.43 -1.55
```